(1)
DFT (ωB97M-V with the def2-TZVPD basis set) results for C16H44CrN4O4 as an isolated structure in a non-equilibrium geometry.

```
69
Properties=species:S:1:pos:R:3:lowdin_charge:R:1
Cr 0.04 -0.38 -0.16 0.7015
C 0.36 3.66 -2.96 -0.0114
C -0.46 3.70 -1.63 -0.4077
C -0.12 2.59 -0.62 -0.1434
O -0.81 1.35 -0.93 -0.2956
C -2.25 1.48 -1.02 -0.0447
N -0.01 4.87 -0.94 0.0284
H 1.43 3.55 -2.87 0.0870
H 0.09 4.39 -3.69 0.0779
H -0.06 2.72 -3.27 0.0542
H -1.65 3.84 -1.76 0.1780
H -0.36 2.74 0.44 0.1260
H 0.90 2.45 -0.62 0.0907
H -2.79 1.87 -0.20 0.0979
H -2.77 0.52 -1.12 0.0774
H -2.43 1.89 -2.06 0.1329
H -0.47 4.94 -0.06 0.0694
H -0.45 5.63 -1.42 0.0844
C -0.79 -3.47 -2.92 -0.0507
C -0.68 -2.83 -1.59 -0.4166
C 0.67 -3.05 -0.89 -0.1391
O 0.48 -2.31 0.28 -0.2937
C 0.07 -3.20 1.31 -0.0501
N -0.88 -1.38 -1.77 0.0219
H 0.21 -3.37 -3.43 0.1148
H -1.78 -3.15 -3.41 0.1298
H -0.87 -4.57 -2.81 0.1066
H -1.59 -3.24 -1.05 0.1572
H 1.52 -2.65 -1.57 0.1668
H 0.84 -4.11 -0.74 0.1491
H 0.86 -3.95 1.56 0.1359
H -0.85 -3.72 1.12 0.0976
H -0.18 -2.64 2.22 0.0978
H -1.91 -1.22 -1.79 0.1138
H -0.79 -1.07 -2.72 0.0998
C 3.39 -1.21 1.22 -0.0088
C 2.88 0.06 0.51 -0.3490
C 2.80 -0.14 -0.98 -0.1697
O 1.51 -0.02 -1.53 -0.3119
C 1.55 0.22 -2.91 -0.0491
N 1.50 0.43 0.97 -0.0093
H 2.61 -1.97 1.22 0.0714
H 3.64 -0.99 2.23 0.0747
H 4.35 -1.44 0.67 0.1244
H 3.63 0.86 0.62 0.1579
H 3.34 -1.09 -1.31 0.1634
H 3.33 0.76 -1.38 0.1489
H 2.01 1.20 -3.00 0.0995
H 0.59 0.39 -3.38 0.0937
H 2.01 -0.62 -3.41 0.1148
H 1.51 1.45 0.97 0.1031
H 1.47 0.27 2.05 0.1030
C -1.27 0.78 4.81 -0.0445
C -1.12 -0.07 3.57 -0.3410
C -1.68 0.56 2.24 -0.2000
O -1.45 -0.33 1.26 -0.2853
C -2.57 -1.28 1.10 -0.0112
N 0.33 0.01 3.38 0.0028
H -0.77 1.74 4.88 0.0992
H -1.02 0.35 5.74 0.0826
H -2.32 1.05 4.77 0.0901
H -1.40 -1.15 3.60 0.1501
H -1.20 1.53 2.13 0.1293
H -2.75 0.79 2.25 0.1446
H -3.54 -0.83 0.95 0.1120
H -2.62 -2.02 1.92 0.1177
H -2.46 -1.99 0.29 0.0725
H 0.69 -0.19 4.30 0.1043
H 0.52 1.00 3.33 0.0761
```

Properties
Multiplicity   5
Charge   +2
HOMO-LUMO gap (alpha / beta)   7.831 / 9.750 eV
Energy relative to the best compared isomer or geometry (same formula, charge and spin)   148.0 kJ/mol

(2)
DFT (ωB97M-V with the def2-TZVPD basis set) results for one molecule with the formula C12H12ClNO4.

```
30
Properties=species:S:1:pos:R:3:lowdin_charge:R:1
C 3.37 1.86 -0.31 -0.0590
C 3.75 0.44 0.09 -0.2045
O 2.71 -0.18 0.85 0.0006
C 1.70 -0.71 0.17 -0.4947
O 1.60 -0.73 -1.03 0.1398
C 0.67 -1.31 1.12 -0.0204
N -0.63 -1.37 0.48 0.0302
C -1.07 -2.59 0.05 -0.3922
O -0.50 -3.62 0.31 0.0948
C -2.32 -2.54 -0.82 -0.0589
O -3.23 -1.51 -0.51 -0.0030
C -2.65 -0.30 -0.27 -0.2008
C -3.41 0.85 -0.46 0.0105
C -2.88 2.10 -0.21 -0.1033
C -1.57 2.19 0.22 -0.6684
Cl -0.87 3.75 0.52 0.6759
C -0.80 1.06 0.44 -0.0303
C -1.34 -0.20 0.20 -0.1111
H 3.13 2.45 0.57 0.0793
H 4.21 2.33 -0.83 0.0787
H 2.51 1.85 -0.97 0.0760
H 3.95 -0.16 -0.80 0.1236
H 4.62 0.43 0.74 0.1239
H 0.63 -0.74 2.05 0.1453
H 0.96 -2.34 1.34 0.1428
H -2.86 -3.48 -0.72 0.1425
H -1.98 -2.44 -1.86 0.1510
H -4.43 0.73 -0.80 0.1239
H -3.47 2.99 -0.37 0.1059
H 0.21 1.18 0.79 0.1018
```

Properties
HOMO-LUMO gap   9.210 eV
Structure (SMILES)   CCOC(=O)CN1C(=O)COc2ccc(Cl)cc21

(3)
DFT (ωB97M-V with the def2-TZVPD basis set) results for a 10-piece molecular cluster, C34H40Cl4N8O4 overall in a non-equilibrium geometry.

```
90
Properties=species:S:1:pos:R:3:lowdin_charge:R:1
C 26.20 -16.35 11.46 0.0424
N 25.25 -16.46 12.62 -0.4607
O 24.19 -15.94 12.47 0.0758
O 25.68 -16.91 13.67 0.0555
H 26.64 -15.35 11.51 0.0995
H 25.62 -16.36 10.54 0.0930
H 26.94 -17.15 11.51 0.0945
C 32.92 -3.65 14.83 0.0411
N 32.29 -3.94 13.48 -0.4170
O 32.48 -3.13 12.54 0.0297
O 31.51 -4.87 13.45 0.0629
H 32.41 -2.78 15.23 0.0983
H 33.98 -3.47 14.69 0.0935
H 32.78 -4.46 15.54 0.0911
C 25.05 -4.78 2.05 -0.0905
C 25.90 -4.33 3.07 -0.0783
C 27.23 -4.05 2.77 -0.1474
N 27.78 -4.36 1.57 0.0526
C 26.92 -4.77 0.61 -0.1465
C 25.56 -5.03 0.80 -0.0819
H 24.04 -5.08 2.27 0.1022
H 25.53 -4.19 4.07 0.0964
H 27.91 -3.74 3.55 0.0972
H 27.36 -5.00 -0.35 0.0956
H 24.94 -5.29 -0.04 0.1008
C 32.17 -11.84 12.62 -0.0868
C 31.86 -13.22 12.66 -0.0732
C 31.89 -13.90 11.47 -0.1766
N 32.22 -13.36 10.29 0.0475
C 32.55 -12.05 10.25 -0.1227
C 32.56 -11.26 11.44 -0.0766
H 32.08 -11.19 13.48 0.0995
H 31.64 -13.69 13.61 0.0988
H 31.74 -14.97 11.48 0.0996
H 32.83 -11.59 9.32 0.0958
H 32.69 -10.19 11.43 0.0948
C 26.37 -2.71 19.61 -0.0702
C 27.05 -1.78 18.79 -0.0715
C 27.26 -2.13 17.48 -0.1602
N 26.96 -3.36 16.99 0.0548
C 26.37 -4.21 17.85 -0.1681
C 26.05 -3.97 19.15 -0.0853
H 26.22 -2.51 20.66 0.0994
H 27.27 -0.76 19.07 0.0976
H 27.67 -1.41 16.78 0.0989
H 26.14 -5.13 17.33 0.0999
H 25.55 -4.72 19.74 0.1049
C 27.39 0.54 10.14 -0.0740
C 27.63 1.91 10.12 -0.1085
C 26.80 2.77 10.76 -0.1504
N 25.68 2.33 11.41 0.0493
C 25.42 1.01 11.41 -0.1511
C 26.29 0.03 10.86 -0.0533
H 28.03 -0.19 9.67 0.0987
H 28.41 2.36 9.54 0.1002
H 26.98 3.83 10.70 0.1008
H 24.51 0.66 11.87 0.0943
H 26.14 -1.03 10.98 0.0940
C 27.33 -10.50 19.25 -0.0873
C 26.77 -11.01 18.04 -0.0672
C 25.46 -11.46 18.01 -0.1632
N 24.74 -11.49 19.14 0.0377
C 25.27 -11.06 20.34 -0.1062
C 26.58 -10.51 20.40 -0.0907
H 28.30 -10.04 19.35 0.0981
H 27.35 -10.93 17.13 0.0909
H 24.97 -11.74 17.09 0.1007
H 24.68 -11.17 21.24 0.0927
H 27.03 -10.11 21.29 0.0944
C 20.61 -6.78 15.17 -0.0949
C 20.42 -5.90 16.21 -0.0807
C 20.43 -4.55 15.90 -0.1582
N 20.55 -4.05 14.67 0.0664
C 20.82 -4.95 13.72 -0.1621
C 20.91 -6.30 13.92 -0.0846
H 20.67 -7.82 15.42 0.1066
H 20.11 -6.33 17.16 0.1036
H 20.27 -3.87 16.72 0.0992
H 20.96 -4.59 12.71 0.1011
H 21.20 -6.94 13.10 0.1041
Cl 23.02 -10.91 3.30 0.4724
C 23.50 -10.80 5.01 -1.0067
Cl 22.81 -12.22 5.85 0.4765
H 24.59 -10.75 5.07 0.0270
H 23.22 -9.83 5.41 0.0307
Cl 25.98 -7.12 9.46 0.5079
C 26.77 -7.98 10.74 -1.0645
Cl 25.77 -9.38 11.11 0.4946
H 27.78 -8.27 10.45 0.0343
H 26.77 -7.33 11.62 0.0270
```

Properties
HOMO-LUMO gap   9.514 eV
Energy relative to the best compared isomer or geometry (same formula, charge and spin)   247.5 kJ/mol
Structure (SMILES)   C[N+](=O)[O-].C[N+](=O)[O-].c1ccncc1.c1ccncc1.c1ccncc1.c1ccncc1.c1ccncc1.c1ccncc1.ClCCl.ClCCl

(4)
DFT (ωB97M-V with the def2-TZVPD basis set) results for a 2-piece molecular cluster, C2H10N3 overall in a non-equilibrium geometry.

```
15
Properties=species:S:1:pos:R:3:lowdin_charge:R:1
C -1.33 1.97 -0.42 -0.0283
N -0.55 0.71 -0.65 0.0633
H -2.02 2.08 -1.26 0.0952
H -0.75 2.89 -0.44 0.0947
H -1.92 1.84 0.48 0.0951
H -1.01 0.08 -1.31 0.1506
H 0.29 0.98 -1.14 0.1325
H -0.41 0.18 0.35 0.0718
N 1.47 -1.67 -0.35 0.1136
C 1.08 -1.52 0.94 -0.2713
N 0.10 -0.79 1.39 0.0411
H 2.05 -2.48 -0.53 0.1143
H 1.66 -0.86 -0.92 0.0960
H 1.61 -2.04 1.73 0.1388
H -0.27 -1.38 2.14 0.0926
```

Properties
Charge   +1
HOMO-LUMO gap   11.031 eV
Energy relative to the best compared isomer or geometry (same formula, charge and spin)   162.9 kJ/mol

(5)
DFT (ωB97M-V with the def2-TZVPD basis set) results for an isolated ion of composition C8H19BN2O5P and charge -1 in a non-equilibrium geometry.

```
36
Properties=species:S:1:pos:R:3:lowdin_charge:R:1
C -3.60 0.80 2.61 -0.1146
C -3.68 1.27 1.13 -0.2090
C -2.47 2.11 0.69 -0.2472
O -1.86 1.51 -0.43 -0.1548
C -0.47 1.75 -0.55 -0.1770
C 0.41 0.47 -0.48 -0.4758
N 1.75 0.96 -0.19 0.1755
B 2.82 0.01 -0.26 -0.7699
O 4.11 0.50 -0.11 0.1562
O 2.63 -1.35 -0.42 0.0458
C 3.07 -1.88 -1.67 -0.2639
C 2.27 -3.12 -1.97 -0.0644
P -0.31 -0.60 0.82 0.8370
N -0.20 0.05 2.28 -0.2988
C 0.30 -0.23 -1.85 -0.7156
O -0.54 -1.18 -1.85 -0.0814
O 1.01 0.20 -2.77 -0.0065
H -4.32 1.37 3.20 0.0530
H -3.79 -0.26 2.68 0.0574
H -2.62 0.96 3.02 0.0340
H -3.71 0.38 0.53 0.0926
H -4.59 1.84 1.04 0.0873
H -2.84 3.10 0.43 0.1113
H -1.79 2.18 1.53 0.0924
H -0.12 2.47 0.18 0.1147
H -0.28 2.18 -1.53 0.1311
H 1.76 1.51 0.66 0.1188
H 4.73 -0.05 -0.59 0.0820
H 2.97 -1.17 -2.48 0.1128
H 4.13 -2.18 -1.63 0.1106
H 2.42 -3.83 -1.16 0.0723
H 1.21 -2.87 -1.98 0.0626
H 2.58 -3.58 -2.89 0.0723
H 0.33 -1.85 0.76 0.0196
H -1.62 -0.87 0.41 0.0090
H 0.34 -0.59 2.85 -0.0694
```

Properties
Charge   -1
HOMO-LUMO gap   7.891 eV
Structure (SMILES)   CCCOC[C@@](NB(O)OCC)([PH2]=N)C(=O)[O-]

(6)
DFT (ωB97M-V with the def2-TZVPD basis set) results for C16H12CaCl5NO6STe as an isolated structure in a non-equilibrium geometry.

```
43
Properties=species:S:1:pos:R:3:lowdin_charge:R:1
Ca -0.42 0.14 -0.11 1.0904
O 0.21 2.71 2.91 -0.0910
C 0.24 1.47 3.61 -0.2478
C -1.04 0.67 3.46 -0.1780
N -1.10 -0.25 2.32 -0.2266
C -0.46 -1.54 2.64 -0.1165
C -0.41 -2.49 1.43 -0.6771
O -0.48 -3.70 1.67 0.0000
O -0.30 -1.92 0.29 -0.2671
C -2.53 -0.43 1.95 -0.1139
C -3.03 0.81 1.17 -0.6751
O -4.19 1.19 1.35 -0.0069
O -2.15 1.32 0.38 -0.2223
H -0.06 2.56 1.99 0.0544
H 0.36 1.74 4.66 0.1098
H 1.11 0.88 3.31 0.1015
H -1.84 1.41 3.37 0.1294
H -1.24 0.10 4.38 0.1184
H -0.98 -2.05 3.46 0.1182
H 0.57 -1.35 2.96 0.1226
H -3.15 -0.59 2.83 0.1200
H -2.62 -1.30 1.31 0.1246
Cl -2.57 0.70 -7.43 0.5939
C -1.92 0.83 -5.82 -0.7310
C -2.32 -0.05 -4.82 -0.7053
Cl -3.44 -1.32 -5.18 0.6325
C -1.81 0.07 -3.53 -0.5705
Cl -2.28 -1.04 -2.28 0.7459
C -0.88 1.08 -3.16 -0.4919
O -0.43 1.18 -1.98 -0.3500
C -0.49 1.96 -4.22 -0.6043
Cl 0.64 3.19 -3.81 0.6799
C -1.00 1.84 -5.50 -0.7040
Cl -0.50 2.94 -6.74 0.6216
Te 2.38 1.35 -0.23 0.6471
C 3.79 -0.17 0.12 -1.0850
C 3.62 -1.45 0.57 -0.2692
C 4.84 -2.21 0.64 -0.2359
C 5.93 -1.50 0.25 -0.4846
S 5.46 0.09 -0.22 0.8378
H 2.65 -1.86 0.82 0.0815
H 4.89 -3.24 0.97 0.0851
H 6.96 -1.82 0.20 0.0390
```

Properties
Charge   -2
HOMO-LUMO gap   5.515 eV
Energy relative to the best compared isomer or geometry (same formula, charge and spin)   95.6 kJ/mol

Number 1: M 408.5 g mol⁻¹, total energy -59859.2567 eV. Number 2: M 269.7 g mol⁻¹, total energy -34841.9522 eV. Number 3: M 766.6 g mol⁻¹, total energy -106098.1731 eV. Number 4: M 76.1 g mol⁻¹, total energy -6699.3507 eV. Number 5: M 265.0 g mol⁻¹, total energy -31790.8881 eV. Number 6: M 691.3 g mol⁻¹, total energy -129748.0148 eV.